(1)
Molecular formula: C30H29Br2N4OPRuS
Method: DFT, wB97M-V/def2-TZVPD

Geometry (Å):
Ru 0.13 0.93 1.20
Br 0.61 -0.79 5.00
Br -0.16 2.21 4.14
S -1.93 -0.06 1.96
P -0.27 0.39 -1.11
O -0.36 3.58 1.44
N -2.29 -2.69 1.37
N 2.17 1.16 1.85
N -0.14 -2.01 1.42
N 0.73 -1.00 1.49
C -4.68 -1.86 1.05
C 2.81 -0.04 1.88
C -1.36 -0.90 -1.74
C -1.41 -1.69 1.53
C -1.96 4.44 -2.48
C -0.94 1.97 -1.72
C -0.24 0.85 5.52
C -3.50 -1.68 -2.52
C 3.55 1.10 -2.23
C 2.85 2.29 2.05
C -0.56 2.76 0.57
C 1.50 -0.55 -3.14
C 3.74 0.31 -3.35
C 2.51 -2.61 1.96
C -0.88 -2.21 -1.76
C 4.19 -0.08 2.09
C 2.72 -0.52 -3.80
C 4.89 1.09 2.28
C -2.68 -0.64 -2.09
C 1.30 0.25 -2.02
C 1.99 -1.22 1.74
C -1.57 4.24 -1.17
C -1.05 3.00 -0.79
C -1.70 -3.24 -2.18
C 4.21 2.31 2.28
C -3.01 -2.98 -2.56
C -1.30 2.19 -3.05
C -3.69 -2.74 1.82
C 2.34 1.07 -1.57
C -1.81 3.43 -3.42
H 5.96 1.08 2.43
H 0.27 1.23 6.39
H -2.09 3.61 -4.45
H 3.09 -2.95 1.10
H 4.69 0.34 -3.88
H -1.33 -4.26 -2.21
H 1.68 -3.29 2.10
H -3.74 -2.53 2.89
H -4.43 -1.85 -0.01
H -2.38 5.40 -2.77
H -3.99 -3.78 1.67
H -1.84 -3.58 1.25
H 4.72 3.24 2.45
H 2.27 3.20 2.02
H 3.16 -2.63 2.84
H -5.69 -2.27 1.17
H -1.29 0.64 5.72
H -3.08 0.37 -2.03
H 0.71 -1.19 -3.51
H 0.13 -2.43 -1.44
H -1.18 1.41 -3.78
H -4.69 -0.84 1.41
H 4.34 1.75 -1.88
H -4.52 -1.48 -2.82
H 4.70 -1.03 2.09
H 2.88 -1.13 -4.68
H 2.17 1.70 -0.71
H -1.66 5.02 -0.42
H -3.65 -3.79 -2.87

Properties
ΔE to the lowest compared entry with this formula, charge and spin = 62.7 kJ/mol
Multiplicity = 2
Kohn-Sham gap (alpha / beta) = 6.6672 / 6.0326 eV
Total charge = +1
HOMO energy (alpha / beta) = -10.2 / -10.1 eV


(2)
Molecular formula: C34H69BBrCl2N4O10P
Method: DFT, wB97M-V/def2-TZVPD

Geometry (Å):
Br 6.99 1.51 -1.11
Cl 1.43 3.30 0.67
Cl -0.22 1.25 2.10
P 3.66 2.04 -2.66
O 4.74 -1.23 -3.49
O 1.11 -0.21 -1.21
O 6.23 -4.87 1.08
O 6.85 -1.04 -2.46
O 2.13 2.56 -2.65
O 5.81 -1.10 1.78
O 3.66 1.33 -4.09
O 7.76 -0.42 0.82
O 5.33 2.69 0.54
O 7.64 -3.28 1.68
N -9.51 -1.22 2.13
N 4.64 1.45 0.75
N 4.67 3.20 -2.53
N -4.31 -1.23 -2.71
C -4.83 -0.71 -3.96
C 1.40 -0.71 1.34
C 5.47 5.03 0.30
C 3.51 0.67 -1.38
C 7.86 5.40 -0.63
C -8.59 -1.01 1.03
C 3.19 0.74 4.29
C -4.74 -2.57 -2.34
C -6.15 -2.74 -1.77
C -9.14 -1.03 -0.40
C -10.00 -2.58 2.29
C 3.33 1.51 -0.05
C 6.50 -3.07 -0.46
C 4.74 -0.33 -1.07
C 6.75 -3.82 0.84
C -6.32 -0.33 -4.03
C 2.27 -0.13 -1.98
C 2.65 -0.42 5.13
C 5.63 0.42 -0.04
C 6.97 5.14 0.60
C -3.55 -0.69 -0.41
C 4.57 1.43 2.28
C 5.01 -3.00 -0.83
C -11.28 -0.25 3.57
C -0.02 0.51 -1.68
C 4.79 3.91 1.06
C -10.50 -0.18 2.26
C 6.54 -0.46 0.98
C -4.34 -0.25 -1.63
C 4.19 0.27 3.22
C 1.23 0.75 1.32
C 4.26 -1.71 -0.45
C -11.11 -3.06 1.35
C 2.00 1.66 0.71
B 5.51 -0.85 -2.40
H -8.11 -0.04 1.20
H 7.90 -2.38 1.39
H -11.94 0.61 3.65
H 4.96 5.93 0.65
H 8.60 4.62 -0.75
H -10.05 -0.43 -0.50
H -11.22 -0.16 1.43
H 4.52 -3.79 -0.26
H -6.97 -1.20 -4.07
H -4.62 -1.45 -4.74
H -6.37 -1.97 -1.03
H 2.58 -1.14 -2.19
H 0.60 -1.16 0.76
H 3.88 2.24 2.50
H 5.04 4.01 2.12
H 1.32 -1.09 2.36
H 3.03 -1.38 4.78
H -3.54 0.12 0.33
H 5.57 1.76 2.53
H -3.99 -1.56 0.08
H 8.37 6.36 -0.58
H -3.91 0.67 -2.02
H -8.40 -0.62 -1.09
H 4.41 1.67 -4.58
H 5.35 3.07 -1.79
H -10.35 -2.69 3.32
H -4.02 -2.97 -1.62
H -9.14 -3.25 2.21
H -6.23 -3.71 -1.26
H 4.85 -3.32 -1.86
H 5.10 -0.02 3.74
H 7.26 5.39 -1.55
H -4.24 0.17 -4.21
H -6.50 0.26 -4.93
H -11.90 -1.14 3.63
H 7.00 -2.12 -0.48
H 1.56 -0.48 5.08
H 3.41 2.53 -0.42
H -11.58 -3.96 1.76
H 4.31 -1.65 0.63
H -5.37 0.01 -1.31
H 7.29 -0.66 -3.22
H 0.09 1.58 -1.50
H 2.09 3.34 -2.09
H 3.89 -0.64 2.73
H 4.03 -1.84 -3.30
H -6.92 -2.71 -2.54
H -9.37 -2.04 -0.74
H -2.52 -0.93 -0.68
H -4.62 -3.20 -3.23
H 3.75 1.41 4.95
H 7.31 4.22 1.07
H 2.40 1.35 3.87
H -11.89 -2.31 1.22
H -10.74 -3.32 0.36
H 7.13 5.93 1.33
H 5.30 4.90 -0.77
H -9.97 0.78 2.23
H 7.00 -3.67 -1.22
H -0.18 0.32 -2.74
H 3.71 3.97 0.96
H -10.60 -0.24 4.42
H -6.62 0.29 -3.18
H 3.21 -1.88 -0.65
H 2.91 -0.32 6.18
H 2.02 0.27 -2.96
H -0.88 0.15 -1.12
H -7.79 -1.75 1.11
H 2.33 -1.01 0.89

Properties
Multiplicity = 1
Kohn-Sham gap = 8.3939 eV
Total charge = 0
HOMO energy = -8.3 eV
Structure (SMILES) = CCCCO[N@@+]1(CCCC)[C@H](/C(Cl)=C(\C)Cl)[C@@](COC)(P(=N)(O)O)[C@@](CCCC(=O)O)(B(O)O)[C@]1(Br)C(=O)[O-].CCN(CC)CC.CCN(CC)CC


Q: Which value of total charge does entry 1 give?
A: +1


Repeat the first record exactly.
Molecular formula: C30H29Br2N4OPRuS
Method: DFT, wB97M-V/def2-TZVPD

Geometry (Å):
Ru 0.13 0.93 1.20
Br 0.61 -0.79 5.00
Br -0.16 2.21 4.14
S -1.93 -0.06 1.96
P -0.27 0.39 -1.11
O -0.36 3.58 1.44
N -2.29 -2.69 1.37
N 2.17 1.16 1.85
N -0.14 -2.01 1.42
N 0.73 -1.00 1.49
C -4.68 -1.86 1.05
C 2.81 -0.04 1.88
C -1.36 -0.90 -1.74
C -1.41 -1.69 1.53
C -1.96 4.44 -2.48
C -0.94 1.97 -1.72
C -0.24 0.85 5.52
C -3.50 -1.68 -2.52
C 3.55 1.10 -2.23
C 2.85 2.29 2.05
C -0.56 2.76 0.57
C 1.50 -0.55 -3.14
C 3.74 0.31 -3.35
C 2.51 -2.61 1.96
C -0.88 -2.21 -1.76
C 4.19 -0.08 2.09
C 2.72 -0.52 -3.80
C 4.89 1.09 2.28
C -2.68 -0.64 -2.09
C 1.30 0.25 -2.02
C 1.99 -1.22 1.74
C -1.57 4.24 -1.17
C -1.05 3.00 -0.79
C -1.70 -3.24 -2.18
C 4.21 2.31 2.28
C -3.01 -2.98 -2.56
C -1.30 2.19 -3.05
C -3.69 -2.74 1.82
C 2.34 1.07 -1.57
C -1.81 3.43 -3.42
H 5.96 1.08 2.43
H 0.27 1.23 6.39
H -2.09 3.61 -4.45
H 3.09 -2.95 1.10
H 4.69 0.34 -3.88
H -1.33 -4.26 -2.21
H 1.68 -3.29 2.10
H -3.74 -2.53 2.89
H -4.43 -1.85 -0.01
H -2.38 5.40 -2.77
H -3.99 -3.78 1.67
H -1.84 -3.58 1.25
H 4.72 3.24 2.45
H 2.27 3.20 2.02
H 3.16 -2.63 2.84
H -5.69 -2.27 1.17
H -1.29 0.64 5.72
H -3.08 0.37 -2.03
H 0.71 -1.19 -3.51
H 0.13 -2.43 -1.44
H -1.18 1.41 -3.78
H -4.69 -0.84 1.41
H 4.34 1.75 -1.88
H -4.52 -1.48 -2.82
H 4.70 -1.03 2.09
H 2.88 -1.13 -4.68
H 2.17 1.70 -0.71
H -1.66 5.02 -0.42
H -3.65 -3.79 -2.87

Properties
ΔE to the lowest compared entry with this formula, charge and spin = 62.7 kJ/mol
Multiplicity = 2
Kohn-Sham gap (alpha / beta) = 6.6672 / 6.0326 eV
Total charge = +1
HOMO energy (alpha / beta) = -10.2 / -10.1 eV